Record 1
Formula: C6H6O
Source: the OMol25 dataset
Level of theory: the ωB97M-V functional and the def2-TZVPD basis

The geometry in XYZ format:
```
13
Properties=species:S:1:pos:R:3
C -1.4804 -2.0205 -0.5108
C -0.8758 -0.9959 -0.3245
C -0.0702 0.2367 -0.3431
C -0.7484 1.4158 0.2132
C -1.2352 2.4301 0.6412
C 1.3304 0.0539 0.2896
O 2.0049 -1.0454 -0.2612
H -2.0324 -2.9150 -0.6986
H 0.1066 0.4121 -1.4107
H -1.6761 3.3328 1.0051
H 1.2543 -0.0077 1.3846
H 1.9181 0.9425 0.0432
H 1.5042 -1.8394 -0.0280
```

Computed properties:
HOMO level (eV): -10.0
DFT total energy (Eh): -307.31904
SMILES: C#CC(C#C)CO

Atom-resolved charges from Löwdin, all expressed in e: 0.13 -0.10 -0.33 -0.10 0.13 -0.24 -0.05 0.03 0.16 0.03 0.13 0.13 0.08

---

Record 2
Formula: C6H6O
Source: the OMol25 dataset
Level of theory: the ωB97M-V functional and the def2-TZVPD basis

The geometry in XYZ format:
```
13
Properties=species:S:1:pos:R:3
C -2.5887 -0.7370 -0.7087
C -1.4665 -0.4190 -0.4155
C -0.1183 -0.1058 -0.0714
C 0.3251 0.3037 1.2961
C 0.6534 1.1643 0.1535
O 1.7720 0.7545 -0.6149
C 1.1504 -0.5450 -0.8001
H -3.5842 -1.0386 -0.9318
H 1.1489 -0.1457 1.8246
H -0.4887 0.6976 1.9043
H 0.5028 2.2079 0.4935
H 0.9946 -0.7938 -1.8501
H 1.6991 -1.3432 -0.2796
```

Computed properties:
HOMO level (eV): -9.2
DFT total energy (Eh): -307.30061

Atom-resolved charges from Löwdin, all expressed in e: 0.13 -0.06 -0.34 -0.05 -0.24 -0.05 -0.08 0.02 0.12 0.13 0.16 0.13 0.13

---

Record 3
Formula: C6H6O
Source: the OMol25 dataset
Level of theory: the ωB97M-V functional and the def2-TZVPD basis

The geometry in XYZ format:
```
13
Properties=species:S:1:pos:R:3
C -1.4100 -1.7281 1.6104
C -1.4399 -0.6154 0.8426
C -0.2883 -0.1381 0.1080
C 1.0762 -0.1887 0.2697
C 1.7206 0.6904 -0.7356
O 0.6231 1.1668 -1.5545
C -0.4592 0.6643 -1.0427
H -2.3851 -1.8893 2.1157
H 1.6109 -0.7235 1.0452
H 2.1879 1.5813 -0.2982
H 2.4225 0.2130 -1.4245
H -1.3890 0.8774 -1.5650
H -2.2696 0.0898 0.6288
```

Computed properties:
HOMO level (alpha / beta) (eV): -6.3 / -6.6
DFT total energy (Eh): -307.25264

Atom-resolved charges from Löwdin, all expressed in e: -0.05 -0.33 -0.26 0.07 -0.11 0.03 0.02 -0.04 0.13 0.15 0.15 0.16 0.08

---

Record 4
Formula: C6H6O
Source: the OMol25 dataset
Level of theory: the ωB97M-V functional and the def2-TZVPD basis

The geometry in XYZ format:
```
13
Properties=species:S:1:pos:R:3
C 3.1289 -0.2948 0.4453
C 1.9380 -0.1306 0.2658
C 0.4865 -0.0415 0.0633
C -0.2593 1.0588 -0.1131
C -1.7005 0.8256 -0.2792
O -1.8688 -0.6632 -0.2093
C -0.5922 -1.2803 0.0024
H 4.1856 -0.4601 0.6080
H -0.1597 2.1410 -0.1766
H -2.2330 1.4046 0.5149
H -2.0223 1.2731 -1.2477
H -0.3297 -1.9745 -0.8230
H -0.5735 -1.8581 0.9492
```

Computed properties:
HOMO level (eV): -9.0
DFT total energy (Eh): -307.33792
SMILES: C#CC1=CCOC1

Atom-resolved charges from Löwdin, all expressed in e: 0.11 -0.09 -0.17 -0.07 -0.16 -0.14 -0.12 0.03 0.12 0.13 0.13 0.12 0.12

---

Record 5
Formula: C6H6O
Source: the OMol25 dataset
Level of theory: the ωB97M-V functional and the def2-TZVPD basis

The geometry in XYZ format:
```
13
Properties=species:S:1:pos:R:3
C -0.5088 -2.4823 -0.9928
C -0.1074 -1.5972 -0.2777
C 0.3619 -0.6155 0.6132
C 0.3977 0.5984 1.0742
C 1.1806 -0.4058 1.8567
H -0.8676 -3.2885 -1.5945
H 0.0962 1.6316 0.9767
H 2.2711 -0.4149 1.7897
H 0.7887 -0.7712 2.8087
C -0.9021 1.8282 -1.5697
O -0.6505 2.7277 -0.8052
H -1.6286 1.9586 -2.3926
H -0.4311 0.8308 -1.4869
```

Computed properties:
HOMO level (eV): -9.1
DFT total energy (Eh): -307.27239
SMILES: C#CC1=CC1.C=O

Atom-resolved charges from Löwdin, all expressed in e: 0.13 -0.10 -0.25 0.02 -0.10 0.03 0.09 0.08 0.08 -0.11 -0.02 0.09 0.07

---

Record 6
Formula: C6H6O
Source: the OMol25 dataset
Level of theory: the ωB97M-V functional and the def2-TZVPD basis

The geometry in XYZ format:
```
13
Properties=species:S:1:pos:R:3
C -1.1742 1.6517 -1.0369
C -1.0643 0.4614 -0.8966
C -0.7376 -0.9372 -0.6071
C 0.2824 -1.0088 0.6106
O -0.3224 -0.8632 1.8820
C 1.3134 0.0223 0.3943
C 2.0048 0.9726 0.1349
H -1.2739 2.7068 -1.1569
H -1.6593 -1.4993 -0.4048
H -0.3117 -1.3854 -1.5194
H 0.7616 -1.9943 0.6611
H -0.4409 0.0784 2.0684
H 2.6251 1.8022 -0.1226
```

Computed properties:
HOMO level (eV): -9.9
DFT total energy (Eh): -307.31649
SMILES: C#CC[C@H](O)C#C

Atom-resolved charges from Löwdin, all expressed in e: 0.11 -0.16 -0.14 -0.38 -0.02 -0.10 0.13 0.03 0.12 0.12 0.14 0.10 0.03

---

Short version: relative energy (zero: lowest compared OMol25 entry of this formula, charge and spin) = 379.10 427.50 553.43 329.54 501.58 385.79 kJ/mol, in the order given.